The ion C6H13N2O3 with charge +1 at a distorted geometry, computed with the ωB97M-V functional and the def2-TZVPD basis.

Computed properties:
Relative energy (zero: lowest compared OMol25 entry of this formula, charge and spin) = 123.3 kcal per mole
LUMO = -3.37 eV
Total charge = +1
Structure (SMILES) = CO[N@@+]1(OCCO)C=NCC1
Calculated total energy = -571.18366 Ha
HOMO energy = -14.04 eV
Gap between HOMO and LUMO = 10.665 eV

Each line ends with the Mulliken charge.
CARTESIAN COORDINATES (ANGSTROEM)
1 C 0.822 -2.574 0.543  -0.56
2 O 0.776 -1.177 1.054  -0.34
3 N 0.702 -0.209 0.145  0.82
4 O -0.273 -0.482 -0.806  -0.40
5 C -1.629 -0.530 -0.281  -0.27
6 C -2.195 0.886 0.050  -0.48
7 O -2.393 0.996 1.411  -0.56
8 C 0.453 1.198 0.715  -0.45
9 N 0.943 2.099 -0.011  -0.44
10 C 1.839 1.531 -0.994  -0.38
11 C 1.972 0.090 -0.669  -0.62
12 H 0.733 -3.066 1.546  0.28
13 H 1.669 -2.505 -0.136  0.33
14 H -0.048 -2.829 -0.019  0.29
15 H -2.244 -0.973 -1.074  0.39
16 H -1.843 -1.223 0.579  0.28
17 H -3.307 0.928 -0.480  0.34
18 H -1.662 1.833 -0.369  0.34
19 H -2.942 1.828 1.670  0.35
20 H -0.310 1.096 1.483  0.68
21 H 2.751 2.112 -0.779  0.35
22 H 1.323 1.769 -1.936  0.33
23 H 2.112 -0.480 -1.623  0.32
24 H 2.749 -0.318 -0.022  0.41

Force components x, y, z for each atom (eV/Å):
-0.075 1.584 1.073
-0.511 -0.448 1.580
1.208 0.760 -2.513
-1.073 -0.527 -0.234
-1.151 0.809 0.357
-3.293 1.229 -2.854
-1.018 1.912 2.220
-0.237 0.005 -0.601
-1.065 -1.007 2.406
0.206 1.792 0.698
0.341 -2.442 -0.920
1.121 -0.187 -1.327
0.447 -1.380 0.527
-0.717 0.078 -0.379
0.699 0.292 -0.230
0.981 0.754 -0.435
2.703 -0.155 1.020
-0.514 -2.063 0.318
1.468 -2.209 -0.923
0.250 0.877 0.294
-0.028 -0.393 -1.062
0.891 -0.284 -0.133
-0.933 0.023 0.903
0.299 0.983 0.217